Entry from the Open Molecules 2025 dataset: C44H116Br3N8O6 as an isolated structure in a non-equilibrium geometry (ωB97M-V/def2-TZVPD).

Values from the calculation:
- Net charge: +5
- E_tot: -10355.43753 Ha
- Kohn-Sham gap: 0.04202 hartree
- LUMO energy: -10.2151 eV

```
177
Properties=species:S:1:pos:R:3:forces:R:3
O -3.158003 14.938772 22.876554 -1.719 2.786 -0.346
H 6.591574 13.863773 16.289959 -0.130 -0.043 -0.298
C 5.126966 13.720061 14.620569 0.253 -0.559 1.415
H 6.167066 17.913227 29.203563 0.076 -0.177 -0.414
H 2.936736 7.347590 18.729689 -0.052 -0.863 -1.139
H -4.170322 15.262645 21.106646 0.195 0.679 0.011
C -5.823617 24.816457 19.268859 -0.448 -2.230 -1.606
H 1.786978 10.713279 20.152332 0.150 0.040 0.332
H -4.780535 25.035170 19.621532 -1.508 0.573 -0.172
H 2.060223 10.139118 18.614913 -0.526 -0.101 0.455
H -5.608694 23.639135 14.574315 0.433 0.602 3.057
H -3.966868 16.691906 22.254020 -0.468 0.113 -0.149
H 3.301636 18.953313 20.133690 -1.156 -0.400 -0.866
H 5.267525 12.632536 14.357946 -0.096 1.283 0.123
H -0.163270 17.700935 21.164535 0.780 0.121 -0.550
H 7.126890 19.098439 29.992878 1.028 0.568 0.191
O 4.906191 25.678704 14.364081 0.492 0.872 0.128
H 7.317706 23.181174 11.653238 0.183 -0.117 0.126
H -0.045107 6.220087 20.896160 -0.122 0.261 0.366
H 3.933795 9.414384 19.238237 -0.355 -0.564 0.624
H -2.667514 11.285242 21.970882 -0.052 -0.209 -0.270
Br 4.192131 15.748259 18.388728 0.370 -0.241 -0.264
C 6.378207 14.315398 15.313668 -0.334 -0.531 -0.388
H 4.529578 27.727807 14.907111 0.319 -0.053 -0.530
C -5.067669 22.641455 19.838824 -1.564 -0.854 0.047
C 9.466432 14.190987 23.787487 0.127 -1.033 -1.961
N 1.946274 9.854621 19.599281 -1.118 0.862 -0.784
C 7.490648 23.823600 12.524100 0.900 0.002 -0.785
O 5.926237 14.949522 25.329004 -1.101 1.427 -0.351
C 0.919510 17.627798 20.844544 -1.306 -1.395 -0.124
H 8.218631 24.620505 12.160168 -0.746 -0.986 0.797
H -5.939647 26.948156 21.793038 0.528 -0.975 -0.198
H 4.071131 15.838899 25.289323 0.279 -0.089 0.598
C 3.049665 21.701476 28.981632 -1.469 2.217 1.277
C -6.826542 26.364787 22.031702 2.441 -2.172 1.091
H 0.994051 19.524399 19.793977 -0.258 1.109 0.554
C 7.616173 14.273999 14.448217 -0.128 0.603 1.042
H -5.360256 21.806638 16.476547 -0.575 0.331 0.490
H 0.934999 17.003157 18.119774 -0.619 1.355 -0.024
N 4.355790 22.212640 29.428446 2.886 1.135 0.171
N 5.257245 24.860326 11.714897 -0.521 0.319 0.125
C 5.714093 13.285322 22.943177 1.051 0.893 0.141
C -5.434070 23.887155 16.042722 -0.965 -0.031 -3.815
C -2.555224 13.854201 22.385957 1.149 -2.031 -1.047
H -6.523858 25.455789 18.626641 1.245 -0.471 1.569
N -6.107189 23.528017 19.260617 2.140 3.484 -0.289
C -2.705926 12.766667 23.433663 0.768 -0.980 -0.226
C -5.958298 22.714729 16.663062 1.960 -0.284 -1.292
H -4.553235 23.255051 20.537507 0.255 0.031 1.157
N -2.173476 11.477725 22.833158 0.577 0.182 -0.237
N 7.074048 13.031465 23.525752 0.972 -0.600 -0.151
C 5.266715 21.164294 29.999723 -1.297 -2.341 0.052
H -7.941286 24.815575 22.817463 -2.426 -0.321 0.766
H 4.954243 12.664052 23.388478 0.012 -0.451 -0.063
H 6.019952 23.512173 28.693787 -0.854 -0.202 0.545
H 3.899135 24.193857 30.079374 -0.213 -0.709 0.419
C 6.158989 24.408317 12.932936 -0.632 0.030 -1.195
C 6.762042 14.016110 25.896825 -0.140 -1.248 1.316
H 10.109318 16.044098 14.314878 0.723 -0.005 0.493
H 8.106434 14.132160 21.976835 0.011 0.244 0.908
H 7.938738 23.148726 13.328112 -0.627 1.268 -0.946
H -7.338524 29.513603 27.223833 0.006 -0.029 -0.046
C 2.720921 7.619859 19.726987 -0.319 0.138 1.712
H 3.097673 17.490917 19.228812 -0.594 1.279 0.271
H -8.075885 23.857495 18.847617 0.435 -1.252 0.041
H 4.899997 20.897181 31.034583 0.458 0.459 -1.059
H 5.358332 26.761591 16.144369 0.591 -0.137 -0.348
H -7.492083 22.168954 19.227872 -0.981 -0.881 0.311
H 5.694276 18.431069 30.740973 0.011 0.253 0.367
H 5.479939 14.315944 23.192386 -0.094 0.000 -0.291
C -7.005511 25.138900 22.555271 2.310 0.579 -1.803
H 4.230350 19.443277 29.125281 -0.206 -0.010 0.113
H -0.962669 13.198207 24.480036 1.383 0.223 -0.061
H 7.938668 13.263377 14.332345 0.315 -0.844 -0.081
C -1.978591 13.024863 24.705202 -0.812 0.120 0.505
C 0.977788 6.212551 20.555750 0.373 0.493 -1.124
H 5.783994 15.899213 16.620739 -0.387 -0.115 -1.201
H 2.449542 16.316390 22.911281 0.653 -0.561 -0.172
H -7.840356 21.868815 16.964643 -1.208 -1.561 -0.356
H 6.137647 11.982484 25.157446 0.385 0.647 -0.264
C -3.508408 15.842388 21.771576 -0.162 -1.088 1.680
H -1.126144 11.593357 22.595338 -0.465 0.176 -0.197
H 1.713772 6.007618 21.322117 -0.246 -0.557 0.347
H 1.948036 17.693179 23.936737 0.107 -0.280 -0.660
H 6.322741 13.723429 26.907247 0.840 -0.045 -1.047
C 6.928202 10.524976 23.250219 0.276 -2.236 -1.891
H 4.005545 14.130412 25.041007 0.098 -0.287 -0.229
H 7.904203 12.306896 25.245849 -0.668 -0.037 0.425
C 4.085563 23.208250 30.559739 -2.003 -0.166 -0.483
H -5.573698 21.727286 20.273745 0.882 1.122 -0.424
H 5.557728 19.965352 28.121418 -0.037 0.437 0.210
H -4.329863 22.420546 19.091615 -0.003 -0.587 -0.643
H 7.206023 9.879833 24.069521 0.644 0.546 0.683
H 5.843773 13.148165 21.888253 -0.508 -0.012 -0.629
O 1.741039 17.987891 21.886070 0.447 -0.573 2.435
C 5.234577 19.848564 29.164532 0.637 0.325 0.321
H -2.169348 10.626400 23.395131 -0.567 0.295 0.423
H -2.404244 13.926337 25.157951 0.112 -0.332 0.160
N 6.112290 15.758016 15.600195 -0.545 1.026 0.599
H 7.780731 14.435817 26.086189 -0.976 0.040 -0.234
H 3.166438 21.924482 32.102413 0.363 0.384 0.318
H 7.573468 15.094306 23.462172 -0.197 0.049 -0.571
C 1.217656 18.499551 19.657668 1.069 -0.584 -0.775
H 4.904450 24.118476 11.089250 0.386 0.084 0.473
H 1.051989 9.282484 19.716298 1.325 0.366 -0.117
H 7.144040 9.847652 22.385111 -0.539 0.245 0.518
H 3.086348 20.876432 28.333150 0.324 -0.943 -0.677
C 8.079360 14.204650 23.087350 -0.707 -0.442 1.464
H 1.084528 16.550289 20.582755 -0.071 0.523 -0.060
N 2.707758 18.489501 19.394212 1.210 -1.469 0.463
H 2.269492 20.551416 30.692357 0.288 0.266 -0.162
H 2.900340 19.022095 18.531114 -0.161 0.412 0.361
Br 0.747758 11.933046 22.015083 0.610 -0.074 -0.270
H 8.709822 11.723931 23.188453 1.308 -0.164 0.673
H 4.344672 23.660808 27.997833 0.077 0.702 -0.339
H 9.433282 13.943790 24.817481 -0.295 -0.376 0.982
C 6.215610 25.614294 13.802736 -0.008 -0.043 0.883
H 5.811924 25.493033 11.133369 -0.267 0.166 -0.031
H 4.292208 13.806047 15.350365 0.347 -0.185 -0.555
C 3.593106 9.201737 21.393516 -0.912 1.637 1.536
H 9.812711 14.616099 13.405477 -0.343 0.156 1.755
H 2.202401 23.353042 31.742264 0.361 -0.779 -0.752
O 1.323038 7.548922 20.070078 0.666 -0.883 -0.198
H -3.735286 12.601117 23.647176 -0.987 -0.047 -0.067
H 10.175020 13.474122 23.291996 -0.532 0.820 0.454
H 4.886691 14.331734 13.756537 -0.045 -0.221 -0.361
C 9.837178 15.006420 14.496697 0.701 0.345 -2.653
H 0.656209 18.765334 17.622158 0.131 0.424 -0.796
H 3.621146 10.232588 21.910511 0.247 -1.125 -1.538
C 4.651927 26.726740 15.315252 -0.167 -0.014 0.689
H -3.029641 13.475107 21.442887 0.203 0.282 0.324
C -7.325843 23.037755 18.641465 -1.442 1.184 1.029
H 0.779003 16.583242 23.293427 -0.576 0.178 -0.647
H 1.193984 21.685926 30.045163 -0.576 0.504 -0.096
H 2.846051 8.723772 22.051892 0.456 -0.366 -0.341
H 2.543177 22.541152 28.493353 0.465 -0.100 -0.471
H 9.880007 15.196786 23.763314 0.034 0.007 -0.361
H 5.858192 10.614532 23.323506 -0.406 0.399 -0.311
C 6.918514 12.754696 25.012236 1.570 -0.006 0.266
C 4.509841 14.894331 25.632846 0.611 -0.334 -1.028
H -2.067935 12.151810 25.355950 -0.023 0.302 0.253
H 3.729253 26.510205 15.835419 -0.433 -0.410 -0.321
H 3.297085 7.049669 20.475003 -0.142 -0.323 -0.717
H 5.507160 23.670339 13.348803 -0.116 -0.507 0.767
H -4.359930 23.941350 16.050522 0.400 0.488 -0.090
H 5.460838 22.409315 27.501499 -0.472 -0.549 0.337
C 0.531063 18.037190 18.386040 0.422 -1.993 1.217
H 7.719805 12.020389 21.826759 -0.294 -0.605 0.125
O 8.587201 15.064927 15.128099 -0.913 -0.811 -0.300
H 6.976983 16.310331 15.484730 -0.077 -0.373 0.060
H -6.316882 24.288407 22.595704 0.485 0.720 0.029
H 4.393114 25.366555 12.088800 1.486 -0.600 -0.311
H 6.503974 26.517815 13.222630 -0.169 -0.255 0.350
H 6.270098 21.542723 30.047506 0.332 0.415 0.112
H 4.314670 14.615833 26.657152 0.097 0.453 0.556
C 6.127188 18.802343 29.817111 -1.134 -0.786 -0.028
H 4.932973 23.313951 31.202390 0.701 -0.140 0.151
C 5.104006 22.991942 28.355580 0.082 -0.268 -0.463
H -6.017886 24.854890 16.039793 0.835 -1.055 0.500
H -2.601734 16.181838 21.308577 0.491 0.010 -0.619
H 5.413043 16.117866 14.915226 0.416 -0.132 0.974
C 2.855440 22.566246 31.284568 -0.031 0.532 -0.040
H 1.019573 5.486308 19.726836 0.269 0.232 0.339
H -1.497064 14.092357 22.157584 -0.090 -0.558 -0.020
C 7.704144 11.739195 22.888066 -1.823 2.177 0.283
H 7.409141 14.680845 13.468774 -0.051 0.241 -0.526
H -7.582555 27.014350 22.103552 -3.293 2.149 0.033
C -7.310747 22.745154 17.134967 1.156 0.585 1.444
C 3.157203 9.057039 19.953925 -0.148 0.965 -0.082
C 2.234802 21.566828 30.266447 0.234 -0.914 0.528
H -7.742712 23.588524 16.686948 -1.195 0.953 -0.860
H 4.558137 8.722204 21.437314 0.265 -0.179 0.478
H 10.569125 14.414884 15.041248 -0.012 0.198 0.172
C 1.712830 17.077500 23.043685 0.175 1.851 -0.093
Br 2.632875 21.427837 18.775434 0.027 0.156 -0.188
H -0.515374 17.949829 18.662723 -0.299 -0.116 -0.399
H 7.034800 25.391798 14.522480 -0.644 0.483 0.074
```
Positions in Å, forces in eV/Å.